Entry 1:
15
Properties=species:S:1:pos:R:3:forces:R:3 method="wB97M-V/def2-TZVPD" e_lumo_ha=0.032 energy_ha=-382.9136 gap_ev=10.9 smiles="COCC(=O)OC" total_charge=0 multiplicity=1 e_homo_ev=-10.02
C 0.6389 1.4394 1.9249 0.085 -0.057 0.289
O 0.3741 1.9658 0.6425 -0.033 0.059 -0.049
C -0.5014 1.1723 -0.0910 -0.097 -0.014 -0.105
C 0.1258 -0.1372 -0.5521 0.333 -0.039 0.021
O 1.2975 -0.4138 -0.4978 -0.480 0.091 -0.041
O -0.8208 -0.9503 -1.0480 0.032 0.125 0.061
C -0.3438 -2.1930 -1.5661 0.064 -0.239 -0.109
H 1.3047 2.1423 2.4287 -0.087 -0.092 -0.067
H 1.1321 0.4617 1.8646 -0.060 0.134 0.011
H -0.2889 1.3444 2.5109 0.118 0.018 -0.098
H -1.4252 0.9421 0.4636 0.132 0.013 -0.057
H -0.7875 1.7348 -0.9868 0.028 -0.102 0.103
H 0.2032 -2.0285 -2.4978 -0.066 -0.022 0.101
H 0.3213 -2.6787 -0.8499 -0.099 0.045 -0.063
H -1.2299 -2.8012 -1.7459 0.129 0.081 0.003

Entry 2:
9
Properties=species:S:1:pos:R:3:forces:R:3 method="wB97M-V/def2-TZVPD" e_lumo_ha="-0.034 / -0.034" energy_ha=-946.2270 gap_ev="7.4 / 7.1" total_charge=0 multiplicity=1 e_homo_ev="-8.36 / -8.01"
C 0.5569 -0.7999 0.3666 1.889 0.133 1.602
N -0.9197 0.7172 -0.7114 1.896 -0.124 -2.167
N 1.6864 -1.0838 -0.1579 -1.458 0.285 0.244
S -1.9640 1.4765 0.2082 1.300 3.171 -0.093
S 3.0734 -0.4683 -0.5346 0.772 0.403 -0.222
H 0.4074 0.0879 1.0491 0.345 -0.953 -0.931
H -0.0910 -1.6343 0.4717 -1.004 -0.324 -0.164
H -0.0813 1.2410 -1.1352 -1.995 -0.331 1.159
H -2.6680 0.4636 0.4435 -1.744 -2.259 0.572

Entry 3:
41
Properties=species:S:1:pos:R:3:forces:R:3 method="wB97M-V/def2-TZVPD" e_lumo_ha=-0.332 energy_ha=-2671.1480 gap_ev=6.6 total_charge=+2 multiplicity=1 e_homo_ev=-15.64
C 0.0014 0.1525 -4.8896 0.001 -0.437 -0.282
C 0.0094 0.8915 -3.6796 0.023 3.145 4.538
H 0.0047 0.8580 -5.7429 -0.002 -0.144 0.257
H -0.9080 -0.4830 -4.9025 0.257 0.243 -0.002
H 0.9020 -0.4954 -4.9067 -0.255 0.246 -0.002
O 0.0151 1.5161 -2.6988 -0.026 -3.144 -4.813
I -0.0313 -3.2465 -0.8342 0.006 0.620 -0.306
Sc -0.0073 -0.9258 0.4785 -0.029 -1.122 1.228
P 2.4203 -0.0212 0.2290 2.051 -0.272 0.694
C 3.1258 1.3988 1.1211 -0.574 0.301 0.179
C 3.1717 -1.4083 1.1490 -0.039 -0.260 -0.057
H 4.2531 -1.2172 1.1554 -0.211 -0.233 0.110
H 4.4819 -0.1055 -1.0369 -0.377 0.078 -0.069
H 2.9514 -2.3575 0.6420 0.182 0.175 0.165
H 3.0682 -0.6314 -2.0161 0.291 0.067 0.001
H 2.6787 1.4687 2.1179 0.213 0.039 -0.105
H 2.7918 -1.4536 2.1806 0.135 0.082 -0.325
C 3.4270 0.0946 -1.2787 -0.399 -0.211 -0.555
H 4.2125 1.2464 1.1974 -0.362 0.072 -0.032
H 3.3305 1.1104 -1.6824 0.111 -0.215 0.016
H 2.9093 2.3206 0.5666 0.173 -0.114 0.188
P -2.4200 0.0255 0.2302 -2.073 -0.225 0.704
C -3.1001 1.4591 1.1214 0.591 0.297 0.177
C -3.4266 0.1577 -1.2769 0.401 -0.218 -0.553
H -2.9961 -2.2997 0.6471 -0.176 0.175 0.165
H -4.2744 -1.1356 1.1646 0.212 -0.228 0.101
H -2.8141 -1.3982 2.1841 -0.134 0.085 -0.328
C -3.1966 -1.3461 1.1538 0.044 -0.266 -0.055
H -3.0800 -0.5744 -2.0140 -0.290 0.071 -0.002
H -4.4851 -0.0241 -1.0361 0.383 0.072 -0.062
H -4.1887 1.3259 1.2052 0.363 0.055 -0.042
H -2.8720 2.3755 0.5627 -0.171 -0.109 0.188
H -3.3122 1.1716 -1.6808 -0.115 -0.214 0.015
H -2.6464 1.5258 2.1154 -0.213 0.041 -0.103
C 0.0151 1.3395 0.3986 -0.027 4.944 1.919
O 0.0167 2.4427 0.7573 0.013 -3.982 -1.605
F -0.0225 -1.7454 2.3576 0.067 0.844 -0.889
B -0.0033 -0.6838 3.5729 -0.003 -0.320 1.314
F -0.0238 -1.4438 4.6927 0.008 0.597 -0.884
F 1.1661 0.0401 3.3492 -0.539 -0.291 -0.463
F -1.1444 0.0759 3.3259 0.489 -0.241 -0.422

Entry 4:
19
Properties=species:S:1:pos:R:3:forces:R:3 method="wB97M-V/def2-TZVPD" e_lumo_ha=0.042 energy_ha=-253.0417 gap_ev=9.9 smiles=CCCCNC total_charge=0 multiplicity=1 e_homo_ev=-8.75
C 2.1142 -0.7827 0.1802 0.697 -0.517 -0.542
C 1.3110 0.1203 -0.7511 -0.212 -0.219 -0.686
C 0.3953 1.0897 -0.0174 -0.375 0.514 0.076
C -0.5104 0.4093 1.0007 0.287 -0.574 0.367
N -1.3111 -0.6775 0.4138 0.246 0.200 -0.117
C -2.2262 -0.2645 -0.6402 -0.231 0.673 -0.266
H 2.7250 -1.5062 -0.4155 -0.320 0.646 0.420
H 1.4351 -1.3998 0.7592 0.008 -0.029 0.259
H 2.8032 -0.2288 0.8510 -0.464 -0.227 -0.322
H 0.6793 -0.5216 -1.4303 0.710 0.582 0.584
H 1.9948 0.7203 -1.3763 -0.242 -0.332 0.046
H 0.9917 1.8511 0.5197 -0.187 -0.292 -0.164
H -0.2301 1.6466 -0.7335 0.274 -0.096 0.067
H 0.1729 -0.0356 1.7472 -0.527 0.047 -0.102
H -1.1191 1.1512 1.5409 -0.058 0.043 -0.210
H -1.8402 -1.1593 1.1233 0.099 0.010 0.224
H -2.7809 0.6813 -0.3663 0.138 -0.811 -0.213
H -1.6521 0.0012 -1.5628 -0.528 -0.476 0.559
H -2.9524 -1.0949 -0.8426 0.684 0.859 0.018

Entry 5:
88
Properties=species:S:1:pos:R:3:forces:R:3 method="wB97M-V/def2-TZVPD" e_lumo_ha=-0.160 energy_ha=-2757.4448 gap_ev=7.4 total_charge=+1 multiplicity=1 e_homo_ev=-11.72
C 1.3714 -4.1697 -3.9955 -0.212 -0.672 -0.463
N 0.8879 -3.0845 -4.9795 -0.862 1.028 1.868
C -0.2998 -2.3218 -4.3586 1.077 -0.428 -0.612
N -1.3750 -3.3998 -4.1338 -1.704 -1.074 0.203
C -2.0416 -3.4216 -2.7760 -2.716 -5.916 -4.958
C -3.0370 -4.7213 -3.0180 3.194 3.104 -1.027
N -2.8259 -5.2521 -4.4212 2.785 4.169 1.231
C -1.8036 -4.4374 -5.1825 -1.474 1.166 6.132
H 0.8857 -5.2111 -4.3070 1.203 2.237 0.620
H 2.5334 -4.2287 -4.1209 -2.327 -0.048 0.613
H 1.0015 -3.9582 -2.9038 1.111 -0.424 -2.027
H 1.6401 -2.3701 -5.0928 -0.766 -0.869 0.039
H -0.6954 -1.4661 -5.0520 0.749 -1.826 1.193
H 0.0020 -1.8644 -3.3209 -0.999 -1.012 -1.755
H -1.9007 -2.7330 -1.8276 -0.083 -1.509 -2.338
H -3.7675 -5.1453 -2.2061 1.542 0.573 -2.212
H -3.3073 -6.0765 -4.8433 0.554 1.068 0.662
H -1.3685 -4.5502 -6.2783 -1.059 0.242 2.785
C -3.2660 -3.1533 1.1967 -0.280 -1.369 0.440
C -4.3068 -2.1035 1.4152 -1.147 -0.258 0.266
O -3.5516 -0.9103 1.5052 1.296 0.045 -0.558
C -2.3754 -1.1346 0.8495 1.139 1.836 -0.122
O -1.5582 -0.2685 0.5852 -1.565 -1.844 0.409
O -2.2337 -2.4536 0.5276 0.254 1.136 -0.336
H -3.6325 -3.9819 0.5846 0.205 0.104 0.079
H -2.8708 -3.5525 2.1367 -0.053 0.020 -0.150
H -5.0003 -2.0203 0.5717 0.049 0.034 0.038
H -4.8798 -2.2700 2.3314 0.158 0.191 -0.112
C -7.6850 -5.3459 0.6376 -0.831 -0.099 -0.941
C -8.0005 -4.6834 1.9394 -0.970 0.623 0.258
O -7.0663 -5.2594 2.8325 0.974 -0.474 -0.488
C -6.0158 -5.6985 2.0793 2.034 -0.897 1.376
O -4.9573 -6.0944 2.5382 -2.275 1.041 -1.188
O -6.3040 -5.6357 0.7465 0.583 0.057 0.679
H -7.8780 -4.6942 -0.2189 0.175 -0.160 0.085
H -8.2333 -6.2840 0.5020 0.066 0.095 0.033
H -7.8385 -3.6008 1.9076 -0.023 -0.071 0.004
H -9.0244 -4.8801 2.2689 0.268 0.016 0.101
C 0.2164 0.9507 3.4387 -0.299 -1.018 -0.389
C 0.3513 2.1905 2.6154 0.166 -0.191 -1.214
O 0.2379 3.2289 3.5699 -0.066 -0.275 1.010
C 0.5927 2.6990 4.7769 0.398 1.037 2.208
O 0.7717 3.3534 5.7906 -0.432 -1.373 -2.300
O 0.7219 1.3421 4.7013 0.038 1.119 0.254
H 0.7935 0.1158 3.0319 -0.010 0.122 0.222
H -0.8266 0.6385 3.5568 0.057 0.031 0.003
H 1.3288 2.2639 2.1273 -0.318 -0.152 0.360
H -0.4319 2.2736 1.8569 0.094 0.131 0.183
C 1.6771 5.8747 4.1229 -0.083 -1.219 0.212
C 0.6363 6.9245 4.3414 -1.061 -0.218 0.314
O 1.3915 8.1177 4.4314 0.930 0.043 -0.393
C 2.5677 7.8934 3.7757 1.751 1.859 -0.523
O 3.3849 8.7595 3.5114 -1.841 -1.959 0.564
O 2.7094 6.5744 3.4538 0.109 1.143 -0.091
H 1.3106 5.0460 3.5108 0.311 0.382 0.128
H 2.0723 5.4755 5.0628 -0.103 0.058 -0.113
H -0.0572 7.0076 3.4979 0.043 0.007 0.033
H 0.0633 6.7580 5.2576 0.141 0.175 -0.134
C 1.7487 3.6799 -1.9117 -0.360 0.540 -1.149
C 1.5552 4.4394 -0.6393 -0.313 1.328 -0.051
O 1.6725 3.4411 0.3566 0.700 -1.069 -0.412
C 2.4050 2.4243 -0.1850 0.672 -1.260 0.872
O 2.8413 1.4771 0.4475 -0.835 1.936 -1.238
O 2.5864 2.6065 -1.5256 0.172 -0.525 1.213
H 2.2255 4.2837 -2.6887 0.044 -0.237 0.109
H 0.8103 3.2730 -2.3027 0.073 0.012 0.055
H 2.3344 5.1921 -0.4791 -0.076 -0.080 -0.006
H 0.5766 4.9245 -0.5890 0.174 -0.157 0.170
C 2.0487 -2.1877 -1.1617 -0.027 0.316 -0.709
C 1.8552 -1.4283 0.1107 -0.183 1.255 0.135
O 1.9725 -2.4266 1.1066 0.366 -1.024 -0.300
C 2.7050 -3.4433 0.5650 0.965 -2.143 1.930
O 3.1413 -4.3906 1.1975 -1.075 2.264 -1.640
O 2.8864 -3.2611 -0.7756 -0.069 -0.161 0.487
H 2.5255 -1.5839 -1.9387 0.056 -0.190 0.068
H 1.1103 -2.5947 -1.5527 -0.011 0.040 0.151
H 2.6344 -0.6756 0.2709 -0.179 -0.193 -0.091
H 0.8766 -0.9431 0.1610 0.102 -0.115 0.179
C 6.1311 4.2756 -0.9311 0.205 -0.147 1.110
C 6.5066 3.3525 -2.0447 0.617 -1.007 0.104
O 5.7647 3.8485 -3.1427 -0.419 0.885 -0.017
C 5.4992 5.1619 -2.8815 -0.867 1.705 -1.644
O 5.0243 5.9425 -3.6895 0.936 -1.813 1.831
O 5.8352 5.4876 -1.5991 -0.275 -0.035 -1.006
H 6.9451 4.4165 -0.2147 -0.207 0.153 -0.127
H 5.2377 3.9409 -0.3937 0.061 -0.005 -0.022
H 7.5734 3.4022 -2.2872 -0.105 0.020 0.029
H 6.2384 2.3139 -1.8327 -0.033 0.173 -0.194

Entry 6:
16
Properties=species:S:1:pos:R:3:forces:R:3 method="wB97M-V/def2-TZVPD" e_lumo_ha="0.092 / 0.092" energy_ha=-631.7501 gap_ev="1.6 / 5.3" total_charge=-1 multiplicity=2 e_homo_ev="0.93 / -2.75" s2=0.753
C -2.5931 2.5230 3.7337 -0.451 -1.300 -0.294
S -1.8485 1.1433 2.7697 -0.107 0.298 0.063
C -2.9835 -0.2297 3.1240 0.059 0.272 0.562
H -2.1303 2.6199 4.7049 0.307 0.274 0.084
H -3.6383 2.2402 3.9048 0.124 0.368 -0.171
H -2.5294 3.4021 3.1104 0.025 0.330 0.156
H -2.4481 -0.9935 3.6720 0.156 -0.332 -0.138
H -3.7606 0.1077 3.8112 -0.120 0.081 -0.250
H -3.4217 -0.6305 2.2152 0.014 0.012 -0.018
O 4.6230 -1.2869 -4.3816 0.123 -0.123 -0.061
C 3.4844 -1.6591 -3.9119 -0.494 0.203 -0.134
C 2.2879 -1.8774 -4.8135 0.493 0.292 -0.270
H 3.2815 -1.7222 -2.8354 0.085 0.005 0.237
H 1.3401 -1.7367 -4.2772 0.065 -0.397 -0.019
H 2.3352 -2.8618 -5.3332 -0.317 0.062 0.121
H 2.2874 -1.1370 -5.6375 0.039 -0.043 0.133